Record 1
100
Properties=species:S:1:pos:R:3:forces:R:3 method="wB97M-V/def2-TZVPD" homo_energy_ha=-0.181 gap_ev=6.91 e_lumo_ev=1.989 charge=-1 de_lowest_kcal_mol=0.00
H -1.2866 -3.9193 3.2985 0.18 -0.25 -0.10
H -2.5168 -1.8509 2.3504 -0.02 0.02 -0.11
H -4.4379 -4.1437 1.6859 0.18 0.00 -0.27
H 5.0144 0.5312 2.0031 -0.17 0.11 0.14
H 2.3280 0.9452 -4.2314 0.06 0.00 0.01
O 4.5320 -1.1700 -6.7476 -2.56 0.63 0.32
H 6.3038 -3.5039 -4.4062 -0.04 0.11 0.09
O -5.5307 6.1279 3.4741 -0.99 -2.39 -0.53
C -4.4914 -2.3433 0.5542 0.25 -0.89 0.68
C 0.6529 -2.4516 2.0391 0.63 0.44 -0.91
H 1.4289 -0.1105 1.2475 0.21 0.02 0.29
F -5.5356 -2.8934 -0.1306 -0.01 0.15 -0.02
P 4.7283 -0.5755 -5.4101 5.32 -0.56 1.42
C 4.1263 2.5740 -6.0485 -0.09 -0.14 0.08
H -3.7298 2.9755 6.3633 -0.02 0.02 0.00
C 2.0176 -2.2072 1.3460 -0.46 -0.01 0.41
H -6.0393 2.5575 0.8470 0.06 -0.03 -0.02
H -4.3860 3.0732 4.7277 -0.01 -0.01 0.06
H -3.6052 2.7975 0.9043 0.17 0.15 0.06
C 5.3922 -1.5559 1.5765 -0.18 0.20 -0.14
C 2.6265 -0.0364 -3.8537 -0.46 0.09 0.22
H 1.9548 -1.0768 -5.6305 -0.03 -0.01 0.07
C -4.1883 3.2393 1.7104 -0.09 -0.47 -0.18
H -3.0102 9.3421 2.7375 -0.01 0.02 -0.04
H -2.5317 -4.8884 2.4956 0.31 -0.24 -0.07
C 1.8445 -1.1357 -4.5426 0.16 -0.05 -0.27
H 0.0735 -2.8454 0.0138 -0.14 -0.01 -0.10
O 5.6658 0.7393 -5.5862 -0.65 -0.20 0.04
C 7.4307 -2.6925 -6.0407 0.11 0.14 -0.01
H -1.0790 -1.8547 0.8331 -0.21 -0.11 0.13
O -3.5087 4.4554 2.0911 -2.39 -0.74 0.54
C -4.2908 -3.0796 1.8675 -0.19 0.51 0.19
P -1.1120 -6.0391 -0.5289 -1.35 1.04 0.06
F -3.8102 -0.1301 1.1598 0.02 -0.04 0.32
H -5.3935 7.7190 1.7082 0.00 -0.08 0.14
F -5.8716 -0.6848 1.5729 0.01 0.04 0.10
P -4.2450 5.5729 3.0048 3.81 3.98 0.14
O -3.5905 6.7652 2.1210 -0.10 -0.41 -0.08
H -5.1082 -2.7813 2.5280 -0.07 0.02 -0.08
O -2.3949 -5.4346 -0.9950 -0.18 -0.09 -0.11
H 2.7931 -2.4087 2.0860 0.15 0.22 -0.06
C 3.5073 -0.2053 0.5830 -0.01 1.14 0.40
C -0.2027 -6.0602 2.1743 -0.13 -1.10 0.26
C 4.4322 -0.3658 1.8035 0.09 -1.29 -0.47
H -1.3052 -7.3967 -0.2447 0.73 -0.08 -0.08
H 5.0779 1.2864 -7.4987 0.01 -0.09 0.05
H 3.9629 3.4289 -6.7056 0.01 -0.02 -0.02
H 4.3008 2.9350 -5.0346 0.05 0.03 -0.02
C 2.1017 -0.8017 0.7353 0.27 -0.58 -0.70
C -4.8511 -0.8534 0.7280 0.21 0.13 -0.86
F -5.2070 -0.3244 -0.4540 -0.13 0.03 0.03
H 6.1756 2.3765 -6.6588 0.07 -0.09 0.10
F -3.3858 -2.4470 -0.2049 -0.23 0.46 -0.29
O -3.2170 5.5640 4.2584 -0.47 -0.37 -0.33
H -4.5929 5.2970 5.7895 0.00 0.05 -0.10
C -0.4020 -5.1386 0.9423 0.23 -0.05 -0.41
H 5.3442 -3.2290 -5.8485 -0.03 0.14 -0.08
H -4.1703 2.5338 2.5443 0.05 0.03 0.00
H -0.1622 -5.8608 -1.5730 0.38 -0.54 0.30
H -4.6726 9.9256 2.5414 0.00 -0.01 -0.02
H 7.6810 -3.6397 -6.5215 -0.01 -0.01 0.02
H -6.2449 3.8182 2.0656 0.03 -0.04 -0.07
H -4.2743 8.7311 3.7902 -0.14 -0.05 -0.04
C -3.5853 3.4299 5.3828 -0.07 0.01 -0.19
H 5.6717 -2.0435 2.5098 0.18 0.04 -0.01
H 2.1423 -2.9484 0.5515 0.16 -0.08 0.06
H 4.0109 -0.5535 -0.3219 -0.01 -0.22 0.05
H 8.2564 -2.4032 -5.3890 0.00 -0.04 0.02
H -2.8902 5.2744 6.2346 0.07 0.08 -0.11
H 3.8230 -0.6438 2.6642 -0.02 0.50 0.18
H 4.9007 -2.2973 0.9455 -0.01 -0.12 0.12
H -5.6359 4.2435 0.4655 0.03 -0.06 -0.06
O 5.7773 -1.5648 -4.6747 -0.39 0.16 0.09
H 7.3414 -1.9227 -6.8074 -0.13 -0.06 -0.06
H -3.9925 8.2370 0.7871 0.09 -0.11 0.00
O -0.7256 -7.1899 2.0890 -0.36 -0.25 -0.37
C -2.9500 -2.8216 2.5798 -0.15 -0.77 0.20
C -3.6052 4.9444 5.4810 -0.04 -0.19 0.38
H -3.1664 -2.8116 3.6510 -0.04 0.15 0.00
N -1.2160 -3.9426 1.1665 0.22 -0.02 0.28
O 4.0549 -0.1888 -3.9865 -1.81 -0.25 -1.78
H 2.4131 -0.0499 -2.7854 0.24 0.02 0.03
O 0.4585 -5.6327 3.1272 0.47 0.97 0.19
C -5.6088 3.4774 1.2420 -0.12 0.20 0.18
H 1.6953 -0.8859 -0.2800 -0.18 0.17 0.04
H 6.2848 -1.2434 1.0324 0.09 0.00 0.10
C 5.3001 1.7399 -6.5291 -0.05 0.31 -0.23
H -2.6382 3.0833 4.9689 0.03 0.02 0.05
H 0.6000 -4.8198 0.6394 0.05 -0.08 0.03
H 3.3719 0.8723 0.4318 -0.06 -0.03 -0.20
C -0.4404 -2.7287 0.9725 0.42 -0.11 0.07
H 0.7832 -1.0541 -4.3106 0.01 0.01 0.07
H 0.4381 -1.5093 2.5518 -0.20 -0.25 0.43
H 0.7866 -3.2762 2.7386 -0.39 -0.08 0.02
C -1.9394 -3.9761 2.4196 -0.55 0.98 0.24
C 6.1503 -2.8186 -5.2415 0.26 -0.17 -0.13
C -4.3281 7.9351 1.7813 -0.01 0.31 0.06
H 2.2000 -2.1176 -4.2274 -0.06 0.01 0.08
H 3.2075 1.9799 -6.0376 0.01 0.04 -0.05
C -4.0611 9.0510 2.7703 0.12 0.02 0.12

Record 2
102
Properties=species:S:1:pos:R:3:forces:R:3 method="wB97M-V/def2-TZVPD" homo_energy_ha=-0.337 gap_ev=9.02 e_lumo_ev=-0.134 charge=0 de_lowest_kcal_mol=0.00
O -2.1658 -7.2239 0.9486 0.40 0.52 -0.35
H 1.7899 -0.8753 0.5812 0.04 -0.38 0.07
C 0.8061 -1.0647 0.1563 0.28 0.44 0.16
N 1.2333 4.6062 3.1355 -0.38 0.27 0.97
N -3.6720 0.2325 -3.0030 0.18 0.32 0.27
H 3.6939 4.1251 2.3506 0.39 0.01 0.06
C -4.2840 -0.4231 -4.1452 -0.65 -0.42 0.29
Cl 3.2042 -2.1531 -6.8670 0.14 -0.02 0.07
H -4.6504 1.3016 -0.2508 0.13 0.16 0.25
H -4.9605 0.3041 -4.5949 0.27 -0.11 -0.56
C 1.3162 5.2818 0.8025 -0.67 -1.14 0.99
H 2.8308 2.6456 0.6532 0.84 0.27 -0.33
H 4.8096 -2.5099 -5.1963 0.14 0.11 0.11
H 4.2851 0.2365 5.0146 -0.05 1.03 0.45
H -1.4008 -1.2336 5.3758 -0.06 0.13 0.22
C -2.7395 -8.4501 -0.9461 -0.69 0.38 -1.84
H 3.2528 0.5415 -0.7336 -0.21 0.07 -0.22
C 3.8866 1.2886 -1.2079 0.58 0.14 -0.18
N -1.6236 -6.2419 -1.0087 0.09 0.40 -1.25
C -4.5402 -3.9119 0.2092 -0.15 0.88 0.18
H 5.3691 3.6565 1.7778 -0.12 -0.07 0.45
C -4.0536 0.0338 -1.7226 -1.42 0.02 -0.51
H 0.4505 1.0030 0.1442 -0.66 0.38 -0.15
H -0.7594 5.8659 -2.3454 -0.27 0.17 0.20
C -0.9918 -5.0479 -0.4718 0.40 -0.11 -0.42
O -2.2761 2.7277 -3.9936 -0.05 0.62 0.09
H -3.0827 0.5736 0.0770 0.00 0.20 0.05
H 0.5910 1.5848 -3.3779 0.10 -0.39 0.33
H -3.3722 1.1817 -3.2085 0.44 -0.20 -0.06
H 0.8335 5.5195 3.2591 0.09 0.07 -0.06
H -2.3483 4.9789 -2.5992 -0.11 0.46 0.07
O 1.8588 3.0799 1.5883 -4.22 0.61 2.26
Cl -2.6668 -2.1503 1.0389 -0.17 0.16 -0.11
C 3.4395 -1.0593 -4.3953 0.20 0.86 0.29
H -4.9306 -2.2393 1.6158 0.01 -0.51 0.20
H -1.6763 -4.3110 -0.0568 -0.08 -0.50 0.53
H 4.9152 -0.8529 -5.9200 0.20 -0.16 0.05
C -3.4959 -1.2941 5.7447 -0.44 -0.41 0.11
C 5.1904 -0.8748 2.6695 0.05 -0.15 -0.63
C -0.4611 1.4683 -3.1314 -0.55 0.72 -0.50
H -3.8115 -8.2257 -0.9732 0.01 0.02 0.13
C 1.2801 3.7653 4.3100 -0.12 -0.88 0.58
O -4.8423 -0.8541 -1.3835 0.64 0.66 -1.27
C -3.6815 1.0660 -0.6903 -0.17 -0.11 0.18
H 2.3007 5.6021 0.4772 -0.02 0.03 -0.08
H 4.4771 4.7661 0.8365 -0.18 0.43 0.44
N 3.8234 2.8298 0.6890 1.93 -1.32 -1.42
Cl 1.0265 -1.1688 -1.6119 -0.07 -0.03 -0.18
Cl 2.6605 0.5083 -4.8423 -0.03 -0.22 -0.26
H 0.3999 -2.0220 0.4677 -0.02 0.10 0.23
O 3.8571 -0.8825 2.5192 -0.47 -0.15 -0.38
H -3.2297 1.9977 -1.0309 0.21 -0.22 -0.22
H 3.3810 1.9198 -1.9420 -0.49 -0.12 0.24
N -0.6175 3.8921 -2.9607 -0.27 0.29 0.14
H 2.4017 -0.2230 3.6869 -0.15 0.69 0.31
H 2.6461 -1.7101 -4.0462 0.12 -0.13 0.03
H -1.3448 5.5371 -3.9811 -0.34 0.27 0.05
C -0.0944 0.1327 0.4951 1.21 -1.61 -0.08
H -0.5344 -4.5003 -1.2997 0.12 -0.29 -0.10
Cl -4.9666 -1.5076 4.7566 -0.07 0.24 -0.37
H -3.8128 -0.6843 6.5858 0.25 -0.01 0.08
C 4.3436 3.9122 1.5106 0.86 -0.48 -1.44
C -1.1889 2.7596 -3.4247 -0.35 -0.49 0.17
H -0.9603 0.7403 -3.7656 0.38 -0.27 0.06
H 4.6887 0.8253 -1.7794 -0.08 -0.36 0.16
H -1.0558 -0.1321 0.0628 -0.25 0.86 0.25
O 5.9357 -1.6100 2.1098 0.10 -0.28 0.00
Cl -6.2654 -4.2165 -0.1503 0.02 -0.11 0.04
H -4.7830 -1.7785 -0.0576 0.53 -0.37 0.34
O 5.5594 0.0868 3.5083 0.14 0.97 0.22
C -2.3015 -0.7193 5.0359 0.72 -0.71 -0.79
C -2.1057 -7.2568 -0.2791 -0.57 -1.02 2.17
H -4.9202 -1.2640 -3.8685 0.11 0.12 0.55
H -0.1941 -5.3764 0.1931 -0.16 0.45 0.40
H -3.5518 -0.8569 -4.8228 0.13 0.50 -0.19
H -2.2710 -0.8108 3.9497 -0.56 -0.49 0.09
H -4.0044 -3.9384 -0.7364 0.10 -0.62 0.08
H 2.9250 0.9359 2.3873 -0.12 0.15 0.31
H -2.6658 -9.4273 -0.4843 0.53 0.28 0.54
H 0.7816 4.7353 0.0289 0.06 0.42 -0.43
H -4.2099 -4.6091 0.9719 0.13 -0.31 -0.31
C 3.2354 0.2490 3.1747 0.89 -0.84 -0.68
C 4.5957 2.1706 -0.2100 0.77 0.82 0.34
C 4.4007 0.7432 4.0540 -0.33 -1.37 -0.09
H -3.2743 -2.3051 6.0780 0.14 0.10 0.15
C -4.4169 -2.4839 0.6886 -0.38 0.08 0.83
H -0.6667 1.2162 -2.0930 0.38 -0.12 0.06
Cl -2.0557 0.9919 5.2733 0.01 1.15 0.45
H 0.1899 3.7648 -2.3757 0.07 0.16 -0.06
C 4.2677 -1.6239 -5.5129 -0.69 0.06 -0.50
H 0.3545 3.2223 4.5206 -0.18 0.09 -0.42
C 1.4556 4.2020 1.8882 0.43 0.30 -1.13
H 4.5596 1.8144 4.0173 -0.02 0.01 0.43
O 5.8066 2.3288 -0.2781 0.16 0.02 -0.02
H -2.4839 -8.5568 -2.0080 0.21 0.01 0.13
H -1.5003 -6.3815 -1.9967 -0.18 -0.16 0.02
H 4.0980 -0.7290 -3.5936 -0.02 -0.52 0.21
H 2.0416 2.9938 4.2144 0.16 0.15 -0.20
Cl -0.1271 0.2233 2.2840 -0.47 0.14 -0.22
C -1.3423 5.1839 -2.9529 0.89 -1.34 -0.54
H 0.7062 6.0983 1.1834 0.12 0.22 -0.30
H 1.4760 4.3202 5.2259 0.23 0.37 -0.29

| no. | electronic energy (hartree) |
| --- | --- |
| 1 | -3429.0873 |
| 2 | -5580.9532 |